(1)
The following is a quantum chemistry calculation of 2 unconnected molecules or ions with the total composition C4H8S, from OMol25.

Atoms and positions in Å:
1 C 0.66 0.86 -0.83
2 C 1.56 -0.33 -0.74
3 C 0.53 -0.05 0.26
4 C 0.00 -0.35 1.40
5 S -2.82 0.33 -0.03
6 H 1.15 1.77 -0.61
7 H -0.14 0.96 -1.61
8 H 1.31 -1.10 -1.42
9 H 2.54 -0.26 -0.45
10 H 0.54 -1.23 1.81
11 H -2.21 -0.55 -0.83
12 H -0.68 0.25 1.96
13 H -2.43 -0.29 1.10

Computed properties:
Spin multiplicity   3
<S²>   2.006
Net charge   0
Energy relative to the best compared isomer or geometry (same formula, charge and spin)   78.8 kcal per mole
Gap between HOMO and LUMO (alpha / beta)   5.941 / 7.275 eV

Atom charges from the Mulliken analysis, given in e for atoms 1 to 8: -0.281, -0.665, 0.456, -1.177, -0.329, 0.234, 0.153, 0.212

***

(2)
The following is a quantum chemistry calculation of 2 unconnected molecules or ions with the total composition CH3BrI2Si, from OMol25.

Atoms and positions in Å:
1 C -0.15 -1.62 -0.12
2 Si -4.27 0.13 -0.44
3 Br -4.67 -0.72 -2.50
4 I -5.28 -1.28 1.43
5 I -5.21 2.47 -0.42
6 H 0.32 -1.32 -1.05
7 H -0.74 -2.65 -0.10
8 H -0.14 -1.05 0.79

Computed properties:
Net charge   0
Energy relative to the best compared isomer or geometry (same formula, charge and spin)   80.8 kcal per mole
Gap between HOMO and LUMO (alpha / beta)   6.437 / 8.103 eV

For each atom in turn, the Mulliken charge in e is: -0.842, 0.246, -0.156, -0.035, -0.063, 0.302, 0.236, 0.314

***

(3)
The following is a quantum chemistry calculation of a gas-phase ion, C3H7NOP (charge -1), from OMol25.

Atoms and positions in Å:
1 C -0.05 0.09 0.53
2 C 1.26 0.70 -0.07
3 C -0.99 -0.19 -0.62
4 N 1.57 -0.04 -1.35
5 O 0.72 0.52 -2.42
6 P -0.01 -1.02 -1.94
7 H 0.10 -1.00 0.94
8 H -0.40 0.80 1.21
9 H 1.09 1.80 -0.16
10 H 2.07 0.48 0.49
11 H -1.90 -0.78 -0.33
12 H -1.35 0.70 -1.04
13 H -0.11 -2.14 -0.74

Computed properties:
Net charge   -1
Energy relative to the best compared isomer or geometry (same formula, charge and spin)   61.0 kcal per mole
Gap between HOMO and LUMO   6.820 eV

Atom charges from the Mulliken analysis, given in e for atoms 1 to 8: -0.616, -0.417, -1.019, -0.468, -0.497, -0.119, 0.324, 0.358

***

(4)
The following is a quantum chemistry calculation of 2 unconnected molecules or ions with the total composition C7H16N2, from OMol25.

Atoms and positions in Å:
1 C 1.13 0.17 1.78
2 C 0.54 2.27 -0.18
3 C -0.19 0.18 1.04
4 C -0.46 1.17 0.10
5 N -1.31 -0.42 1.72
6 N -1.82 1.56 -0.08
7 H -1.93 0.27 2.13
8 H -1.03 -1.09 2.42
9 H -2.44 0.76 -0.03
10 H -1.96 2.08 -0.94
11 H 1.97 0.16 1.08
12 H 1.24 1.04 2.42
13 H 1.20 -0.73 2.39
14 H 1.51 1.85 -0.43
15 H 0.67 2.92 0.69
16 H 0.19 2.89 -1.01
17 C 0.02 -0.79 -2.09
18 C 0.14 -1.81 -1.07
19 C 0.75 -2.97 -1.03
20 H -0.04 -1.22 0.00
21 H 0.84 -0.78 -2.81
22 H -0.95 -0.80 -2.60
23 H -0.10 0.25 -1.45
24 H 0.80 -3.56 -0.12
25 H 1.21 -3.41 -1.92

Computed properties:
Net charge   0
Energy relative to the best compared isomer or geometry (same formula, charge and spin)   73.4 kcal per mole
Gap between HOMO and LUMO   8.251 eV

Atom charges from the Mulliken analysis, given in e for atoms 1 to 8: -1.646, -1.600, 0.904, 0.399, -0.622, -0.644, 0.229, 0.269

***

(5)
The following is a quantum chemistry calculation of a gas-phase ion, HN2O2 (charge -1), from OMol25.

Atoms and positions in Å:
1 N 0.50 -0.40 -0.29
2 N -0.24 -1.41 -0.36
3 O 0.20 -2.52 -0.66
4 O -1.55 -1.29 0.06
5 H -0.06 0.40 0.03

Computed properties:
Net charge   -1
Energy relative to the best compared isomer or geometry (same formula, charge and spin)   3.5 kcal per mole
Gap between HOMO and LUMO   9.280 eV

For each atom in turn, the Mulliken charge in e is: -0.794, 1.019, -0.704, -0.742, 0.221